(1)
DFT (the ωB97M-V functional and the def2-TZVPD basis) results for C14H22N2O4S in the gas phase at a distorted geometry.

- LUMO level (eV) = 0.70
- gap between HOMO and LUMO (eV) = 9.1246
- relative energy (zero: lowest compared OMol25 entry of this formula, charge and spin) (kJ/mol) = 362.67

The geometry in ORCA input format:
```
! RIJCOSX wB97M-V def2-TZVPD def2/J DEFGRID3
* xyz 0 1
C -0.83 -3.97 0.03
C -1.67 -2.99 0.28
C -1.30 -1.72 1.00
N -1.53 -0.55 0.18
S -3.11 -0.11 -0.06
O -3.58 -0.47 -1.36
O -3.87 -0.54 1.08
N -2.92 1.56 -0.05
C -2.54 2.02 1.27
H -3.34 1.85 2.00
H -1.65 1.47 1.57
H -2.31 3.09 1.23
C -4.07 2.25 -0.60
H -4.92 2.23 0.09
H -4.33 1.75 -1.52
H -3.80 3.29 -0.80
C -0.69 -0.40 -1.00
C 0.53 0.43 -0.66
C 0.44 1.81 -0.65
C 1.53 2.58 -0.33
C 2.73 1.97 0.00
C 2.85 0.59 0.01
C 1.73 -0.20 -0.34
O 1.73 -1.57 -0.34
C 2.88 -2.27 -0.75
H 2.53 -3.26 -1.03
H 3.36 -1.80 -1.61
H 3.61 -2.36 0.06
O 4.00 -0.07 0.37
C 5.14 0.69 0.69
H 4.97 1.32 1.57
H 5.46 1.31 -0.15
H 5.92 -0.04 0.91
H 3.58 2.59 0.26
H 1.47 3.66 -0.32
H -0.51 2.27 -0.90
H -0.40 -1.38 -1.38
H -1.29 0.12 -1.75
H -1.92 -1.60 1.88
H -0.24 -1.73 1.28
H -2.70 -3.02 -0.05
H -1.13 -4.86 -0.49
H 0.20 -3.93 0.36
*
```

---

(2)
DFT (the ωB97M-V functional and the def2-TZVPD basis) results for 2 unconnected molecules or ions with the total composition C14H22N2O5S.

- LUMO level (eV) = 0.43
- gap between HOMO and LUMO (eV) = 9.2287
- relative energy (zero: lowest compared OMol25 entry of this formula, charge and spin) (kJ/mol) = 16.98

The geometry in ORCA input format:
```
! RIJCOSX wB97M-V def2-TZVPD def2/J DEFGRID3
* xyz 0 1
C 2.46 1.22 0.64
C 2.62 -0.31 0.59
C 3.82 1.92 0.54
C 3.68 3.42 0.42
C 3.38 4.01 -0.81
C 3.79 4.25 1.53
C 3.20 5.38 -0.94
C 3.61 5.63 1.43
C 3.32 6.20 0.19
C -4.30 -4.41 -1.22
C -5.39 -5.30 -0.59
C -4.19 -3.09 -0.45
C -3.07 -2.18 -0.94
C -1.17 -3.38 0.70
H 1.20 2.47 1.67
H 2.24 1.66 2.63
H 1.86 1.48 -0.25
H 4.42 1.66 1.42
H 4.35 1.50 -0.33
H 3.29 3.39 -1.70
H 4.04 3.83 2.50
H 2.97 5.84 -1.89
H 3.72 6.26 2.31
H 3.26 7.98 0.86
H 1.17 -0.28 1.74
H -5.11 -3.47 -2.87
H -3.67 -4.20 -3.17
H -3.37 -4.97 -1.10
H -5.14 -2.54 -0.53
H -4.07 -3.33 0.61
H -3.01 -1.28 -0.32
H -3.27 -1.84 -1.97
H -1.28 -2.51 1.35
H -0.15 -3.76 0.79
H -1.85 -4.17 1.02
H -5.72 -5.76 -2.36
N 1.65 1.57 1.81
N -4.54 -4.29 -2.66
O 3.48 -0.86 -0.06
O 3.13 7.54 0.02
O 1.71 -0.98 1.30
O -5.58 -5.36 0.60
O -6.07 -6.03 -1.48
S -1.42 -2.94 -1.03
*
```

---

(3)
DFT (the ωB97M-V functional and the def2-TZVPD basis) results for a gas-phase ion, C14H22N3O2 (charge +1).

- LUMO level (eV) = -2.16
- gap between HOMO and LUMO (eV) = 9.2474
- relative energy (zero: lowest compared OMol25 entry of this formula, charge and spin) (kJ/mol) = 0.00

The geometry in ORCA input format:
```
! RIJCOSX wB97M-V def2-TZVPD def2/J DEFGRID3
* xyz 1 1
O 0.41 0.36 0.15
C -0.54 0.85 0.77
N -1.05 2.06 0.53
C -0.68 3.02 -0.43
C -1.29 4.27 -0.35
C -0.98 5.25 -1.27
C -0.07 5.00 -2.28
C 0.53 3.75 -2.36
C 0.23 2.76 -1.45
H 0.70 1.79 -1.52
H 1.24 3.55 -3.15
H 0.17 5.77 -2.99
H -1.46 6.22 -1.19
H -2.01 4.46 0.44
H -1.80 2.37 1.14
C -1.22 0.11 1.93
N -0.75 -1.21 2.26
C 0.64 -1.38 2.63
H 1.13 -0.41 2.63
H 0.70 -1.79 3.64
C 1.36 -2.34 1.66
N 0.79 -2.20 0.32
C -0.60 -2.72 0.28
H -1.10 -2.26 -0.57
H -0.58 -3.80 0.15
C -1.31 -2.36 1.61
H -2.37 -2.19 1.42
H -1.23 -3.19 2.31
C 1.66 -2.76 -0.73
H 2.60 -2.20 -0.70
H 1.85 -3.81 -0.52
C 1.04 -2.61 -2.13
O 0.52 -1.31 -2.24
H 0.40 -1.08 -3.17
H 1.83 -2.80 -2.86
H 0.25 -3.36 -2.28
H 0.69 -1.12 0.15
H 2.42 -2.10 1.63
H 1.25 -3.38 1.98
H -1.10 0.74 2.82
H -2.29 0.05 1.73
*
```

---

(4)
DFT (the ωB97M-V functional and the def2-TZVPD basis) results for 3 unconnected molecules or ions with the total composition C14H22N3O5 at a distorted geometry.

- LUMO level (eV) = -4.54
- gap between HOMO and LUMO (eV) = 8.3431

The geometry in ORCA input format:
```
! RIJCOSX wB97M-V def2-TZVPD def2/J DEFGRID3
* xyz 1 1
C 0.38 0.64 0.26
C 1.13 -0.25 -0.69
C 1.46 0.21 -1.96
C 1.12 1.61 -2.39
O 1.97 2.43 -2.43
O -0.18 1.84 -2.81
O -0.82 2.78 -1.92
C -0.64 4.00 -2.37
N -0.19 4.97 -2.78
C 2.15 -0.59 -2.85
C 2.48 -1.87 -2.49
N 2.15 -2.31 -1.26
C 1.51 -1.55 -0.36
C 1.27 -2.15 1.00
C 1.83 -1.23 2.07
N 2.98 -0.72 1.92
H 1.06 1.32 0.76
H -0.41 1.15 -0.28
H -0.11 0.04 1.02
H 2.44 -0.24 -3.83
H 3.01 -2.56 -3.12
H 2.38 -3.25 -0.99
H 0.21 -2.36 1.15
H 1.85 -3.07 1.07
H 1.21 -1.02 2.93
H 3.20 -0.13 2.71
C -1.20 4.51 3.42
C -0.97 3.35 2.47
O -0.20 2.31 3.08
H -0.26 4.92 3.76
H -1.77 5.31 2.93
H -1.76 4.18 4.30
H -0.39 3.69 1.60
H -1.92 2.94 2.11
H -0.70 2.00 3.85
C -3.24 -4.12 -1.36
C -2.67 -2.87 -0.72
O -1.24 -2.90 -0.69
H -2.92 -5.00 -0.81
H -4.33 -4.09 -1.37
H -2.89 -4.22 -2.39
H -3.01 -2.77 0.31
H -3.00 -1.97 -1.27
H -0.95 -2.98 -1.60
*
```

---

(5)
DFT (the ωB97M-V functional and the def2-TZVPD basis) results for a molecular structure, C14H22N4O7PRuS2 at a distorted geometry.

- LUMO level (spin up / spin down) (eV) = 1.86 / 1.86
- gap between HOMO and LUMO (spin up / spin down) (eV) = 6.7058 / 6.7610

The geometry in ORCA input format:
```
! RIJCOSX wB97M-V def2-TZVPD def2/J DEFGRID3
* xyz -1 1
Ru 0.15 0.00 -0.45
O 0.83 3.95 0.47
C 0.44 2.82 0.69
O -0.32 2.13 -0.05
C 0.80 2.20 2.09
C -0.31 1.26 2.59
C -0.14 0.99 4.10
C 1.05 0.01 4.08
C 1.35 -0.07 2.57
O 0.04 0.00 2.03
C 2.02 1.25 2.13
C 2.87 1.09 0.80
O 4.07 1.28 0.93
O 2.28 0.75 -0.26
H 0.96 3.05 2.75
H -1.32 1.53 2.28
H 0.06 1.90 4.66
H -1.04 0.52 4.49
H 1.91 0.36 4.65
H 0.76 -0.97 4.46
H 1.84 -0.98 2.23
H 2.75 1.58 2.87
C -4.56 -2.85 -2.83
C -3.22 -2.36 -3.35
O -3.09 -0.97 -3.13
P -2.00 -0.38 -2.06
S -0.20 -0.85 -2.87
S -2.58 -0.93 -0.23
O -2.37 1.15 -2.18
C -2.13 1.93 -3.35
C -1.43 3.22 -2.95
H -4.66 -3.93 -2.97
H -5.36 -2.35 -3.36
H -4.64 -2.61 -1.77
H -3.13 -2.52 -4.43
H -2.39 -2.89 -2.85
H -3.11 2.12 -3.80
H -1.52 1.36 -4.05
H -2.08 3.82 -2.32
H -1.15 3.79 -3.84
H -0.53 2.99 -2.38
N -1.76 -6.02 0.23
C -1.51 -4.68 0.34
N -2.45 -3.91 0.93
N -0.34 -4.27 -0.04
C 0.15 -3.09 0.09
N 0.76 -2.11 0.19
H -2.71 -6.34 0.24
H -1.10 -6.54 -0.31
H -3.40 -4.23 0.96
H -2.34 -2.90 0.82
*
```

---

(6)
DFT (the ωB97M-V functional and the def2-TZVPD basis) results for 2 unconnected molecules or ions with the total composition C14H22O7S.

- LUMO level (eV) = -0.78
- gap between HOMO and LUMO (eV) = 8.0417
- relative energy (zero: lowest compared OMol25 entry of this formula, charge and spin) (kJ/mol) = 0.00

The geometry in ORCA input format:
```
! RIJCOSX wB97M-V def2-TZVPD def2/J DEFGRID3
* xyz 0 1
C -3.91 -2.32 1.76
C -3.74 -3.49 2.72
S -2.12 -3.68 3.51
C -0.92 -3.18 2.24
C -0.03 -2.01 2.57
C 0.98 -1.60 1.78
C 1.47 -2.14 0.48
C 0.81 -1.44 -0.72
C 1.51 -0.14 -1.12
O 1.21 0.22 -2.46
C 2.14 -0.25 -3.40
C 1.59 -0.40 2.40
O 2.52 0.25 2.00
O 0.91 -0.11 3.55
C -0.07 -1.09 3.75
O -0.74 -1.09 4.73
H -4.94 -2.33 1.38
H -3.27 -2.40 0.88
H -3.75 -1.36 2.25
H -4.41 -3.34 3.56
H -4.04 -4.42 2.23
H -1.42 -2.95 1.31
H -0.27 -4.04 2.05
H 2.55 -1.97 0.43
H 1.28 -3.21 0.44
H 0.85 -2.11 -1.58
H -0.25 -1.23 -0.52
H 2.59 -0.27 -1.00
H 1.17 0.69 -0.50
H 1.93 0.24 -4.35
H 3.17 -0.01 -3.11
H 2.07 -1.34 -3.55
C -0.51 5.02 -4.00
O 0.65 4.60 -3.27
C 0.43 4.38 -1.98
O -0.62 4.51 -1.41
O 1.58 3.99 -1.42
C 1.49 3.72 -0.02
H -0.19 5.16 -5.02
H -1.29 4.26 -3.95
H -0.90 5.96 -3.60
H 0.76 2.94 0.18
H 1.22 4.62 0.53
H 2.48 3.39 0.28
*
```